{
  "formula": "C12H18N2O7PS3",
  "method": "wB97M-V/def2-TZVPD",
  "total_energy_ha": -2640.21629,
  "charge": -1,
  "e_lumo_ev": 1.834,
  "gap_ha": 0.275,
  "smiles": "N#CO[C@]1(CCCS)[C@@H](CCCS(=O)(=O)O)NC(=O)[C@@]1([PH2]=S)C(=O)[O-]",
  "symbols": ["N", "C", "O", "C", "C", "C", "C", "S", "C", "C", "C", "C", "S", "O", "O", "O", "N", "C", "O", "C", "P", "S", "C", "O", "O", "H", "H", "H", "H", "H", "H", "H", "H", "H", "H", "H", "H", "H", "H", "H", "H", "H", "H"],
  "positions_angstrom": [[2.131, -2.775, -2.309], [1.888, -1.637, -2.210], [1.746, -0.391, -1.956], [1.031, -0.130, -0.691], [0.022, -1.171, -0.246], [0.600, -2.325, 0.610], [-0.274, -2.804, 1.763], [-2.051, -3.009, 1.398], [0.287, 1.201, -1.033], [-0.521, 1.897, 0.073], [-1.895, 2.329, -0.503], [-2.780, 1.165, -0.948], [-3.838, 0.721, 0.445], [-4.756, 1.798, 0.625], [-3.041, 0.437, 1.579], [-4.624, -0.604, -0.041], [1.460, 2.030, -1.386], [2.397, 1.790, -0.354], [3.237, 2.590, -0.069], [2.129, 0.366, 0.276], [3.825, -0.421, 0.236], [4.969, 0.054, -1.275], [1.766, 0.591, 1.787], [2.535, 1.347, 2.398], [0.765, 0.043, 2.262], [-0.437, -1.620, -1.135], [-0.793, -0.719, 0.311], [1.595, -2.080, 0.959], [0.735, -3.179, -0.055], [-0.165, -2.196, 2.655], [0.076, -3.802, 2.025], [-2.246, -2.429, 0.203], [-0.250, 0.976, -1.958], [-0.702, 1.258, 0.938], [0.008, 2.766, 0.454], [-2.418, 2.964, 0.205], [-1.671, 2.910, -1.400], [-2.228, 0.270, -1.237], [-3.394, 1.443, -1.801], [-4.296, -0.804, -0.925], [1.180, 2.999, -1.449], [4.395, -0.038, 1.461], [3.601, -1.813, 0.317]],
  "forces_ev_per_angstrom": [[-0.596, 1.411, -0.295], [1.048, -1.788, 0.318], [-0.833, -0.855, -0.480], [-0.739, 1.554, 1.388], [0.564, -1.118, 0.198], [-0.455, -0.410, -0.804], [0.383, 0.013, -0.075], [-0.431, -0.380, 0.205], [1.547, -0.152, -0.471], [-1.479, -0.848, -0.288], [1.094, -0.022, -0.143], [-0.320, -0.548, 0.305], [0.134, 1.294, 0.065], [-0.911, -0.048, -0.524], [0.603, -0.961, 0.239], [0.391, 0.543, 0.004], [-0.807, -0.511, 0.924], [0.030, 0.479, -0.424], [0.224, -0.108, 0.277], [0.666, 0.924, -0.871], [0.359, 0.320, -0.609], [-0.010, -0.306, 0.036], [0.005, 0.926, 1.755], [0.485, -0.188, -0.594], [-0.744, -0.846, -0.707], [0.071, 0.150, -0.183], [0.243, 0.450, 0.130], [-0.079, 0.108, 0.377], [0.070, -0.034, -0.058], [-0.160, 0.411, -0.172], [-0.097, -0.115, 0.025], [0.470, 0.061, 0.142], [-0.421, 0.219, 0.137], [0.190, -0.100, -0.004], [0.128, 0.099, -0.074], [-0.164, 0.090, -0.023], [-0.269, 0.233, -0.011], [0.262, 0.038, 0.109], [-0.352, 0.044, 0.138], [-0.139, -0.278, -0.143], [0.570, 0.250, -0.073], [-0.427, -0.195, 0.026], [-0.102, 0.193, 0.227]]
}

{
  "formula": "C12H18N2P",
  "method": "wB97M-V/def2-TZVPD",
  "total_energy_ha": -918.49058,
  "charge": 1,
  "de_lowest_kj_mol": 453.7,
  "e_lumo_ev": [-4.400, -6.326],
  "gap_ha": [0.306, 0.201],
  "symbols": ["C", "C", "C", "C", "C", "C", "C", "C", "C", "C", "C", "C", "N", "N", "P", "H", "H", "H", "H", "H", "H", "H", "H", "H", "H", "H", "H", "H", "H", "H", "H", "H", "H"],
  "positions_angstrom": [[2.327, 0.747, 1.347], [1.259, 1.575, 1.231], [1.353, 3.034, 1.586], [-0.987, -0.844, -0.196], [3.707, 1.110, 1.815], [2.793, 3.367, 1.372], [-0.996, -2.308, -0.543], [-2.207, -0.065, -0.641], [3.701, 2.540, 2.234], [-2.186, -2.801, -1.412], [-3.525, -0.805, -0.868], [-3.457, -2.281, -0.786], [0.251, 1.010, 0.458], [0.076, -0.309, 0.216], [0.428, 4.335, 2.063], [2.087, -0.211, 1.080], [4.019, 0.542, 2.683], [4.399, 0.849, 0.981], [3.022, 3.238, 0.357], [3.045, 4.423, 1.677], [0.012, -2.582, -0.946], [-1.032, -2.858, 0.460], [-2.328, 0.698, 0.091], [-1.833, 0.527, -1.493], [3.368, 2.512, 3.244], [4.617, 3.151, 2.229], [-1.936, -2.429, -2.409], [-2.093, -3.888, -1.688], [-4.373, -0.563, -0.284], [-3.933, -0.480, -1.877], [-4.384, -2.744, -1.210], [-3.363, -2.600, 0.269], [-0.490, 1.634, 0.351]],
  "forces_ev_per_angstrom": [[2.030, 0.968, 1.557], [-1.043, 0.034, -1.208], [-0.431, -0.473, -0.715], [-2.472, -0.233, -2.291], [-0.130, -0.346, -0.850], [0.383, 2.144, 1.935], [0.942, -1.641, 1.577], [0.588, 0.399, 0.589], [0.855, 0.980, -0.319], [1.871, -0.314, -1.108], [-0.576, 0.869, -2.588], [-0.031, -2.118, -0.220], [-0.120, 0.330, 1.634], [3.085, -0.022, 1.270], [-0.494, -0.926, -0.087], [0.012, -2.485, -0.742], [-0.016, -0.768, -0.071], [-0.290, 0.170, 0.431], [0.529, -0.051, -1.616], [-0.695, -0.755, -0.664], [-0.820, 0.246, 0.165], [0.032, 0.586, -1.050], [-0.510, 0.825, 0.857], [-0.413, -0.460, -0.253], [-0.455, 0.538, 0.954], [0.353, -1.152, 0.067], [-0.710, 0.694, -0.192], [-0.331, 0.734, 1.275], [-0.338, 1.106, 1.404], [0.777, -0.594, 0.756], [0.805, 0.365, 0.387], [-0.490, 0.127, -0.213], [-1.899, 1.225, -0.672]]
}

{
  "formula": "C12H18N4O4S",
  "method": "wB97M-V/def2-TZVPD",
  "total_energy_ha": -1386.20769,
  "de_lowest_kj_mol": 0.0,
  "e_lumo_ev": 0.193,
  "gap_ha": 0.347,
  "smiles": "[H]/N=C(/N)N(C)CC(=O)NS(=O)(=O)c1ccc(CCO)cc1",
  "symbols": ["O", "O", "O", "N", "O", "C", "C", "C", "C", "C", "C", "C", "C", "N", "N", "N", "C", "C", "C", "C", "S", "H", "H", "H", "H", "H", "H", "H", "H", "H", "H", "H", "H", "H", "H", "H", "H", "H", "H"],
  "positions_angstrom": [[-2.746, -1.972, -1.028], [-2.523, 1.801, -2.984], [-2.691, -0.540, -3.539], [0.211, -1.137, 1.196], [3.032, -1.160, 1.293], [-2.883, -0.931, -0.390], [-0.401, -0.137, 1.716], [1.614, 1.201, -1.279], [1.505, -1.173, -1.802], [0.285, 1.387, -1.616], [0.155, -0.970, -2.127], [2.254, -0.069, -1.315], [-0.461, 0.270, -2.020], [0.464, 0.623, 2.393], [-1.770, 0.114, 1.664], [-3.025, 0.256, -1.047], [-2.319, 1.314, 2.311], [-2.682, -0.928, 1.148], [3.722, -0.078, 0.680], [3.652, -0.214, -0.853], [-2.240, 0.437, -2.525], [-0.324, -1.806, 0.660], [2.060, -1.190, 1.072], [2.163, 2.064, -0.928], [1.951, -2.185, -1.869], [-0.227, 2.338, -1.545], [-0.441, -1.826, -2.490], [1.359, 0.125, 2.529], [0.073, 1.109, 3.173], [-2.788, 1.054, -0.452], [-1.828, 2.200, 1.916], [-2.152, 1.224, 3.388], [-3.387, 1.430, 2.150], [-3.642, -0.868, 1.581], [-2.349, -1.937, 1.446], [3.316, 0.858, 0.995], [4.763, -0.065, 1.023], [4.249, 0.574, -1.379], [4.048, -1.194, -1.145]],
  "forces_ev_per_angstrom": [[-0.533, 1.099, 1.267], [0.932, -1.193, 1.942], [1.438, 0.995, 3.009], [-0.414, -1.194, -0.887], [0.132, 0.159, 0.129], [1.665, -2.920, -0.527], [-0.316, -2.533, -1.079], [0.167, -0.635, 0.229], [0.009, 1.030, 0.550], [-0.724, -0.709, -0.048], [-0.291, -1.073, -0.480], [-1.826, -0.200, -1.003], [-0.316, -0.166, -0.544], [0.514, 1.939, 1.254], [-0.551, 0.067, -0.367], [0.033, 1.235, 0.586], [0.574, -0.535, 0.154], [1.244, 0.061, -0.446], [0.038, -1.057, -0.465], [0.851, 0.576, -0.185], [-0.517, 0.534, -4.525], [-0.308, 0.212, -0.173], [0.477, 0.247, 0.066], [0.183, 0.015, -0.001], [-0.307, 0.811, 0.034], [0.275, 0.191, -0.070], [0.310, 0.539, 0.203], [-0.820, 0.613, 0.036], [0.311, 0.403, 0.480], [-0.310, -0.009, -0.334], [0.074, 0.155, 0.134], [-0.128, 0.377, 0.078], [-0.045, -0.276, -0.170], [-1.124, 0.622, 0.782], [0.182, 0.424, -0.436], [-0.532, 0.927, 0.127], [-0.169, -0.394, -0.043], [-0.156, -0.541, 0.608], [-0.020, 0.205, 0.115]]
}

{
  "formula": "C12H19AlCl2FN2",
  "method": "wB97M-V/def2-TZVPD",
  "total_energy_ha": -1840.87431,
  "charge": -1,
  "e_lumo_ev": 2.279,
  "gap_ha": 0.254,
  "symbols": ["N", "C", "C", "Al", "C", "C", "C", "F", "C", "C", "C", "C", "C", "N", "H", "H", "H", "H", "H", "H", "H", "H", "H", "H", "H", "H", "H", "H", "H", "Cl", "C", "C", "Cl", "H", "H", "H", "H"],
  "positions_angstrom": [[0.678, 1.788, -0.388], [-0.512, 1.675, 0.072], [-1.645, 1.097, -0.690], [-1.225, -0.531, -1.842], [-0.053, -0.116, -3.437], [0.980, -1.226, -3.720], [2.179, -1.142, -2.794], [3.367, -1.536, -3.458], [-0.438, -2.048, -0.715], [0.349, -1.800, 0.425], [0.863, -2.837, 1.186], [0.604, -4.139, 0.788], [-0.162, -4.319, -0.355], [-0.677, -3.331, -1.081], [1.274, 2.222, 0.318], [-0.712, 2.009, 1.101], [-1.993, 1.858, -1.403], [-2.482, 0.923, -0.006], [-2.657, -1.082, -2.409], [-0.700, -0.031, -4.318], [0.464, 0.843, -3.325], [0.512, -2.213, -3.638], [1.375, -1.157, -4.743], [2.081, -1.808, -1.933], [2.327, -0.124, -2.427], [0.575, -0.780, 0.718], [1.458, -2.640, 2.073], [0.991, -4.997, 1.326], [-0.367, -5.331, -0.700], [-2.512, 4.199, 3.248], [-1.522, 3.870, 4.691], [-0.046, 3.918, 4.387], [0.459, 2.572, 3.339], [-1.811, 2.896, 5.077], [-1.767, 4.633, 5.429], [0.519, 3.836, 5.315], [0.224, 4.847, 3.891]],
  "forces_ev_per_angstrom": [[-0.106, 0.083, 0.018], [0.059, -0.060, -0.014], [0.176, 0.252, 0.195], [-0.351, -0.209, -0.318], [0.089, -0.247, 0.202], [0.079, 0.197, -0.277], [-0.106, -0.181, 0.217], [-0.076, 0.032, 0.020], [0.095, 0.351, 0.087], [0.052, -0.149, 0.148], [0.004, -0.025, 0.038], [-0.010, -0.054, -0.087], [0.063, -0.059, 0.086], [0.049, 0.002, -0.035], [0.008, 0.017, -0.022], [-0.110, -0.130, -0.123], [0.055, -0.109, -0.099], [-0.013, -0.024, -0.054], [-0.034, 0.046, 0.071], [-0.079, 0.040, 0.090], [0.026, -0.006, -0.042], [0.065, -0.002, 0.001], [0.039, 0.034, 0.052], [0.002, 0.059, -0.012], [0.075, 0.007, -0.121], [-0.088, 0.031, -0.100], [0.003, 0.015, -0.046], [-0.016, 0.039, 0.021], [-0.045, 0.025, -0.038], [-0.007, -0.008, -0.003], [-0.030, 0.026, 0.054], [0.062, 0.011, 0.028], [0.101, 0.030, 0.136], [0.000, -0.019, -0.038], [0.010, 0.014, -0.011], [-0.019, -0.020, 0.010], [-0.020, -0.010, -0.037]]
}